# 1
13
Properties=species:S:1:pos:R:3:forces:R:3:mulliken_charge:R:1 method="wB97M-V/def2-TZVPD" spin_multiplicity=1 charge=0 max_force_ev_per_a=3.8 e_lumo_ev=0.8 smiles=Cn1ncnc1N relative_energy_kj_mol=115.1
C -0.022504 1.218528 1.287013 3.78 -0.46 0.23 -0.735
C -1.593851 -1.257448 -0.425376 -0.53 -1.31 0.34 -0.086
C 0.327806 -0.469321 -0.705013 0.63 2.52 1.48 0.405
H 0.784588 0.697873 2.017136 -2.06 1.18 -1.31 0.241
H 0.530734 1.984187 0.740579 0.04 0.59 0.64 0.339
H -0.881728 1.624928 1.824733 0.18 -0.41 -0.36 0.285
H -2.451540 -1.975782 -0.676207 1.27 1.48 0.94 0.345
H 2.298880 0.191605 -0.464049 -0.41 -0.58 -0.87 0.242
H 1.777720 -0.598174 -2.020212 0.62 1.25 1.72 0.288
N -0.380438 0.309098 0.226704 -0.63 -1.53 0.64 0.577
N -1.573950 -0.274013 0.493416 -0.51 -2.20 -3.00 -0.835
N -0.397633 -1.478958 -1.113912 -0.86 1.43 0.39 -0.578
N 1.581916 0.027477 -1.184813 -1.52 -1.98 -0.84 -0.488

---

# 2
69
Properties=species:S:1:pos:R:3:forces:R:3:mulliken_charge:R:1 method="wB97M-V/def2-TZVPD" spin_multiplicity=1 charge=0 max_force_ev_per_a=0.4 e_lumo_ev=-0.2
Be 0.175912 0.210759 -0.634059 0.13 0.25 -0.22 -0.803
O 0.450981 -0.400263 2.360169 -0.07 -0.02 0.37 -0.279
S -0.571196 0.430092 3.082382 0.14 0.19 -0.28 0.526
C -2.106042 -0.541525 3.194200 0.06 0.01 0.10 -1.097
C -2.591394 -1.025430 1.827803 -0.07 -0.10 -0.01 -0.292
C -2.337361 -2.517112 1.584545 0.01 0.07 0.00 -1.291
C -0.871506 -2.937645 1.544583 0.10 -0.09 0.03 -0.187
S -0.135363 -2.718732 -0.086131 -0.09 0.00 -0.04 -0.127
O -0.350203 -1.272644 -0.464235 -0.09 0.05 -0.04 0.259
C 1.573339 -2.944919 0.354510 0.01 -0.05 0.01 0.747
C 2.473507 -1.896631 0.312076 -0.05 0.09 0.08 0.394
C 3.797072 -2.139203 0.654307 0.01 -0.02 0.00 -0.733
C 4.203253 -3.411244 1.026229 -0.03 -0.02 0.00 -0.737
C 3.289381 -4.459240 1.045769 0.02 0.00 0.00 -0.593
C 1.967774 -4.233182 0.701199 0.04 0.02 -0.02 -0.563
C -0.164319 0.360582 4.827760 0.08 -0.08 -0.09 0.375
C 0.989549 -0.305873 5.200928 -0.03 -0.04 0.10 -0.310
C 1.340953 -0.343579 6.544993 0.00 0.01 0.00 -0.720
C 0.547055 0.284807 7.493168 0.02 -0.02 -0.02 -0.473
C -0.602000 0.962295 7.102911 0.01 -0.01 -0.01 -0.645
C -0.958520 1.009926 5.765067 -0.03 0.03 -0.04 -0.396
H -2.821950 0.153528 3.638839 0.04 -0.05 0.03 0.600
H -1.941624 -1.359252 3.899147 0.00 -0.02 -0.01 0.501
H -2.160259 -0.417857 1.035967 0.04 0.06 -0.07 0.057
H -3.669836 -0.871942 1.781766 -0.02 0.02 -0.04 0.453
H -2.844055 -2.827023 0.665995 0.02 0.01 0.00 0.414
H -2.806807 -3.080750 2.394976 -0.01 -0.03 -0.01 0.435
H -0.770100 -4.016555 1.683764 -0.03 -0.03 0.09 0.645
H -0.248002 -2.409964 2.266602 -0.03 0.01 -0.05 -0.007
H 2.164313 -0.906503 0.002689 0.09 -0.14 0.03 0.164
H 4.507910 -1.323920 0.618728 0.01 0.00 0.00 0.535
H 5.236088 -3.593136 1.292323 0.00 0.00 -0.01 0.411
H 3.607015 -5.457592 1.316359 0.01 0.02 0.01 0.393
H 1.262581 -5.056091 0.698839 -0.02 0.02 -0.03 0.407
H 1.593654 -0.784326 4.441217 0.00 0.01 -0.02 0.409
H 2.242220 -0.860727 6.847609 -0.01 0.00 0.01 0.407
H 0.826304 0.255919 8.538293 0.00 0.00 -0.01 0.377
H -1.216276 1.461121 7.841078 0.01 0.00 -0.01 0.386
H -1.843753 1.555266 5.458312 0.02 0.00 -0.01 0.402
O -1.292131 3.358625 0.412134 -0.07 0.01 0.10 -0.683
C -0.366167 2.593217 0.297220 0.09 -0.05 -0.25 0.188
O -0.508368 1.295975 0.148270 -0.29 -0.05 0.06 0.119
C 1.054882 3.097859 0.329896 0.05 0.00 0.09 0.277
C 1.290319 4.424405 -0.014135 0.01 0.00 -0.03 -0.734
C 2.579069 4.924513 -0.028434 0.02 0.07 0.01 -0.611
C 3.620336 4.080595 0.318105 0.00 0.04 0.18 -0.298
C 3.415710 2.763983 0.679066 -0.03 0.02 0.13 -0.376
C 2.119007 2.274761 0.680152 0.05 -0.05 0.13 0.020
N 4.999725 4.601901 0.289407 -0.10 -0.06 0.06 1.149
O 5.152226 5.779818 0.035126 0.03 0.05 -0.07 -0.668
O 5.904123 3.823944 0.517756 0.02 0.00 0.05 -0.592
H 0.450941 5.045790 -0.292636 -0.01 0.00 0.03 0.490
H 2.787270 5.946717 -0.307860 0.01 -0.01 0.00 0.519
H 4.257517 2.139278 0.938625 0.02 0.00 -0.03 0.513
H 1.946337 1.238389 0.950335 -0.05 0.13 0.10 0.608
O 1.146808 2.315164 -2.641310 -0.06 0.00 -0.02 -0.657
C 1.826897 1.412242 -2.209021 -0.06 0.07 0.02 0.226
O 1.342792 0.346369 -1.602473 0.09 -0.20 -0.06 -0.062
C 3.324532 1.447684 -2.286086 0.01 -0.08 -0.11 0.287
C 3.947480 2.680386 -2.442882 0.07 -0.02 -0.22 -0.556
C 5.331070 2.765288 -2.450791 -0.04 -0.04 -0.08 -0.641
C 6.097544 1.613445 -2.323101 -0.02 -0.04 0.01 -0.440
C 5.477746 0.377518 -2.191366 0.02 0.04 0.03 -0.786
C 4.092429 0.295179 -2.165491 -0.04 0.03 0.02 -0.014
H 3.328787 3.562794 -2.547197 0.01 -0.03 -0.02 0.669
H 5.814542 3.728149 -2.557357 0.01 0.00 0.01 0.406
H 7.178168 1.678635 -2.328708 -0.01 0.01 0.01 0.416
H 6.074489 -0.522206 -2.102840 0.00 0.01 -0.02 0.440
H 3.598224 -0.662453 -2.065881 0.00 0.01 0.03 0.748

---

# 3
25
Properties=species:S:1:pos:R:3:forces:R:3:mulliken_charge:R:1 method="wB97M-V/def2-TZVPD" spin_multiplicity=1 charge=0 max_force_ev_per_a=5.0 e_lumo_ev=0.9 smiles="C=C[C@@H](C)[C@](C)(O)CC" relative_energy_kj_mol=151.9
C 0.076922 0.053621 -0.785068 4.37 1.80 0.96 1.059
C -0.344945 -0.235189 0.618785 -5.02 -0.01 0.03 0.220
C 1.728738 0.601637 -0.553284 -2.19 -0.55 -1.54 -0.677
C -0.629463 1.212135 -1.474289 0.33 -0.35 -0.02 -1.691
C -0.064929 -1.634931 1.138247 0.02 0.08 0.18 -1.568
C 2.744816 -0.249118 0.184168 -0.37 -0.06 0.07 -1.292
C -2.044401 -0.081292 0.599543 2.65 -0.46 0.78 -0.548
C -2.696676 0.896001 1.202611 0.01 0.00 0.21 -0.736
O 0.148524 -1.080884 -1.584768 -0.04 -0.54 -0.53 -0.606
H -0.682585 -1.190818 -2.058431 -0.01 0.00 -0.01 0.415
H -0.015734 0.544282 1.302367 0.11 0.03 0.00 0.450
H 1.655215 1.597996 -0.116124 -0.10 0.02 0.01 0.354
H 2.044585 0.707201 -1.592484 0.15 0.17 -0.03 0.416
H -2.587033 -0.903170 0.140900 0.07 -0.07 -0.03 0.322
H -0.068539 1.499163 -2.363392 0.05 0.01 -0.02 0.446
H -1.632641 0.924400 -1.785038 -0.15 0.03 0.05 0.492
H -0.701365 2.069804 -0.811590 -0.09 0.06 0.05 0.327
H 0.996817 -1.820266 1.264224 0.08 -0.07 -0.02 0.367
H -0.550528 -1.763356 2.104630 0.04 0.04 0.10 0.445
H -0.465410 -2.400593 0.477177 0.03 0.07 -0.13 0.280
H 3.751538 0.147668 0.035285 -0.06 0.04 -0.06 0.407
H 2.561060 -0.248292 1.257913 0.01 -0.14 0.07 0.281
H 2.727257 -1.271196 -0.190190 0.07 -0.09 0.07 0.301
H -3.772923 0.901274 1.319223 -0.08 0.02 -0.29 0.284
H -2.178303 1.723922 1.669589 0.13 0.00 0.10 0.251

---

# 4
46
Properties=species:S:1:pos:R:3:forces:R:3:mulliken_charge:R:1 method="wB97M-V/def2-TZVPD" spin_multiplicity=1 charge=+1 max_force_ev_per_a=5.3 e_lumo_ev=-4.3
C -0.615975 -4.036690 -0.872048 -0.42 0.57 -0.59 -1.025
C 0.180399 -3.100992 -1.884228 0.59 -0.32 0.83 -0.499
C 0.775412 -1.815137 -1.172673 0.73 -2.06 -0.94 -0.446
O 0.048974 -0.574494 -1.560330 0.42 -0.40 1.22 -0.321
N -0.261751 0.061258 -0.401066 -0.81 1.20 1.49 0.537
C 0.642854 0.715218 0.475606 -2.35 -0.17 1.70 -0.315
C 2.162712 0.861506 0.247597 -0.84 0.22 -1.53 -0.018
Cl 3.182481 0.216599 1.587250 -0.65 0.25 -0.64 -0.065
C 2.570025 2.359246 -0.180652 0.61 -0.51 -0.11 0.147
C 3.327722 2.404057 -1.566660 -0.21 1.01 0.18 -1.153
Cl 1.094623 3.445256 -0.367685 0.61 -0.42 0.41 -0.190
C -0.227145 1.157197 1.534197 1.41 0.93 -1.90 0.617
P 0.290317 2.070654 3.087361 0.10 -0.23 2.39 0.076
N -0.675349 3.526501 3.142446 1.37 -0.83 -1.60 -0.606
O 1.888441 2.593865 2.946758 -1.52 0.27 -0.63 -0.428
N -1.582150 0.808102 1.261346 2.82 -0.20 -1.56 0.297
P -2.957091 1.221079 2.306310 -2.64 -0.99 1.56 0.417
O -3.851544 0.088975 2.632147 0.99 0.80 -0.68 -0.552
C -1.544820 0.136727 0.054586 0.59 0.02 0.17 -0.433
S -2.949146 -0.571528 -0.896891 -4.04 -2.51 -2.41 1.195
C -3.376527 0.706976 -2.155142 1.90 0.90 0.13 -0.923
O -2.601776 -1.774556 -1.640029 1.46 1.76 0.81 -0.546
O -4.137985 -0.812717 -0.102665 1.75 1.60 0.51 -0.555
H -1.078410 -3.368800 -0.100446 0.28 -0.83 -0.41 0.261
H 0.043514 -4.825976 -0.415395 -0.74 1.07 -0.49 0.297
H -1.465088 -4.525675 -1.423318 0.85 0.39 0.62 0.297
H 1.080005 -3.699579 -2.200995 -0.94 0.70 -0.15 0.450
H -0.445570 -2.795321 -2.754725 0.61 -0.28 0.65 0.363
H 0.736664 -2.013098 -0.074338 -0.10 0.69 -0.75 0.352
H 1.847046 -1.679558 -1.487653 -1.07 0.09 0.29 0.271
H 2.399638 0.235839 -0.655694 -0.26 0.50 1.03 -0.110
H 3.211198 2.748411 0.650823 -0.85 -0.03 -0.82 0.447
H 3.099377 1.541887 -2.238393 0.33 0.54 0.72 0.298
H 2.969756 3.323596 -2.105561 0.44 -0.92 0.47 0.368
H 4.424219 2.568787 -1.402832 -0.94 -0.59 -0.19 0.321
H -0.515864 4.015459 4.025348 -0.17 -0.18 -0.26 0.282
H -0.394951 4.105196 2.339312 -0.48 0.27 0.49 0.292
H 1.884641 3.556315 3.126920 0.20 -0.49 -0.30 0.310
H -3.604513 2.320669 1.651971 0.78 -0.43 -0.03 0.139
H -2.405934 1.730247 3.507667 0.56 0.03 -0.89 0.116
H -3.892051 1.589481 -1.709517 0.11 -0.98 -0.20 0.337
H -2.388011 1.086622 -2.550145 -0.92 -0.42 0.27 0.325
H -3.903647 0.233134 -3.014074 0.17 0.04 1.06 0.377
O 2.177291 -5.322473 -0.240687 0.21 0.06 0.22 -0.612
H 2.319350 -5.996691 0.434760 0.00 -0.03 -0.12 0.307
H 2.518639 -4.515579 0.161436 0.06 -0.10 -0.02 0.301

---

# 5
10
Properties=species:S:1:pos:R:3:forces:R:3:mulliken_charge:R:1 method="wB97M-V/def2-TZVPD" spin_multiplicity=1 charge=+1 max_force_ev_per_a=4.1 e_lumo_ev=-7.0 relative_energy_kj_mol=430.3
C -1.362181 0.850333 -0.006729 0.29 -0.35 0.12 -0.432
C -1.532697 -0.563820 -0.041969 -1.82 -2.51 0.30 0.050
C -0.025549 0.931516 -0.012033 -3.40 2.21 0.17 0.246
C -0.409933 -1.291643 0.075697 -1.10 -0.98 -0.52 -0.271
C 2.117206 -0.115181 -0.032739 -0.12 3.09 1.69 -0.072
N 0.895431 0.166614 0.042181 2.12 0.26 -0.28 0.093
H -2.215861 1.492248 0.055676 0.34 0.93 0.04 0.425
H -2.534838 -1.142022 -0.024822 1.76 1.14 -0.15 0.348
H 2.326806 -1.023353 -0.407788 1.34 -3.24 -0.74 0.322
H 2.741614 0.695309 0.352528 0.59 -0.55 -0.63 0.292

---

# 6
65
Properties=species:S:1:pos:R:3:forces:R:3:mulliken_charge:R:1 method="wB97M-V/def2-TZVPD" spin_multiplicity=1 charge=0 max_force_ev_per_a=0.6 e_lumo_ev="-1.0 / -1.0" relative_energy_kj_mol=5.9
Ce -0.491295 -0.761464 1.180565 -0.15 0.53 0.13 0.076
S 0.993307 0.226024 3.242036 0.19 0.08 -0.28 -0.364
C 2.053765 1.467738 2.525566 -0.30 -0.37 0.25 0.588
C 3.391486 1.524577 2.906942 0.09 0.09 -0.01 -0.611
C 4.227928 2.510641 2.408871 -0.05 -0.01 -0.01 -0.592
C 3.732088 3.464071 1.529677 0.05 0.04 0.01 -0.732
C 2.401545 3.420169 1.144482 -0.06 -0.05 -0.01 -0.500
C 1.571824 2.413060 1.622975 0.01 0.07 0.02 0.464
S -0.132849 2.269526 1.146363 0.12 -0.15 -0.11 -0.133
C 0.032458 2.741845 -0.591882 0.01 0.11 -0.13 0.085
C -0.983774 2.054179 -1.455174 0.06 0.08 0.04 0.168
C -0.989321 2.298667 -2.829265 0.01 0.01 0.07 -0.759
C -1.932554 1.666854 -3.606400 -0.07 -0.05 0.00 -0.671
C -2.878047 0.853472 -2.987813 0.01 0.09 -0.05 -0.851
C -2.814533 0.692754 -1.619255 -0.03 0.00 0.16 0.556
C -3.829970 -0.108596 -0.863679 -0.06 0.20 -0.03 -0.970
S -3.055945 -1.645315 -0.304974 0.17 -0.01 -0.06 -0.075
C -4.034158 -2.012271 1.124927 -0.09 -0.12 0.00 0.265
C -4.898828 -3.101245 1.060585 -0.01 0.03 0.04 -0.754
C -5.658570 -3.454435 2.163830 -0.01 0.00 -0.04 -0.667
C -5.552486 -2.701108 3.325592 0.03 0.03 0.01 -0.544
C -4.689105 -1.619105 3.390918 -0.11 -0.08 0.07 -0.800
C -3.900046 -1.256897 2.298896 0.25 0.34 -0.05 0.980
S -2.795013 0.124947 2.441087 -0.01 -0.44 0.02 -0.380
N -1.853160 1.249531 -0.864829 0.00 -0.20 -0.21 0.061
H 3.771007 0.783257 3.597538 -0.03 -0.01 0.00 0.457
H 5.266508 2.534378 2.712172 0.01 0.01 -0.01 0.377
H 4.375200 4.245957 1.147074 0.01 0.00 0.00 0.402
H 2.010659 4.172751 0.471745 0.02 0.01 0.00 0.402
H 1.034293 2.466819 -0.921001 -0.01 -0.05 0.02 -0.418
H -0.089644 3.821670 -0.704230 0.02 -0.01 0.06 0.788
H -0.247842 2.958756 -3.260318 -0.01 -0.01 0.00 0.584
H -1.950452 1.809219 -4.679109 0.00 0.01 0.00 0.448
H -3.659431 0.366650 -3.555144 0.00 0.00 -0.01 0.414
H -4.702312 -0.322197 -1.478878 0.02 -0.11 0.03 0.483
H -4.123612 0.441682 0.030289 0.00 0.00 -0.01 0.407
H -4.964822 -3.666761 0.139999 0.00 -0.01 0.00 0.431
H -6.327357 -4.303029 2.114205 0.00 0.00 0.00 0.396
H -6.143540 -2.958634 4.195319 0.00 -0.02 0.00 0.391
H -4.605779 -1.049557 4.307019 0.03 0.03 -0.02 0.452
C -1.137475 -3.208098 2.084470 0.06 -0.17 0.03 -0.353
C 0.010556 -2.851320 2.814547 0.03 0.05 -0.05 -0.744
C 1.112453 -2.851419 1.927212 -0.10 0.11 -0.01 -0.186
C 0.647339 -3.214617 0.649320 -0.03 0.08 0.03 -0.738
C -0.742545 -3.434212 0.744715 -0.04 0.00 0.02 -0.645
H -2.136076 -3.304922 2.480296 0.00 -0.02 0.01 0.678
H 0.046768 -2.606329 3.865098 -0.01 0.02 0.00 0.534
H 2.128056 -2.598430 2.186522 -0.01 0.04 0.00 0.414
H 1.245170 -3.302623 -0.243425 -0.01 0.04 -0.01 0.529
H -1.385343 -3.743338 -0.064201 0.01 -0.05 0.00 0.771
C 4.790367 0.835514 -1.360057 0.11 0.05 -0.06 -0.860
Si 3.347197 0.438955 -2.471652 -0.26 -0.07 0.26 -0.154
C 3.738598 -0.995218 -3.595441 0.10 0.02 -0.11 -1.018
C 2.856054 1.938417 -3.474583 0.11 0.04 -0.15 -0.932
C 1.917966 -0.019601 -1.411395 -0.02 -0.03 -0.04 0.144
C 0.972757 -0.334608 -0.698836 -0.01 -0.17 0.10 -0.036
H 5.721648 0.833703 -1.932933 0.02 0.04 0.06 0.351
H 4.877670 0.104994 -0.555032 0.01 -0.05 -0.03 0.323
H 4.672192 1.816181 -0.895671 -0.02 0.01 0.01 0.177
H 4.535905 -0.719701 -4.291299 -0.01 -0.05 -0.01 0.317
H 2.865048 -1.292236 -4.177321 -0.01 0.01 0.00 0.312
H 4.073129 -1.861625 -3.023110 0.00 0.00 0.02 0.302
H 3.660102 2.205762 -4.166298 -0.04 0.05 0.00 0.434
H 2.667508 2.802941 -2.834529 0.00 0.00 0.03 0.272
H 1.957331 1.743254 -4.063121 0.01 -0.02 0.01 0.252